Record 1
{
  "formula": "C18H21ClCrN6O4Se2",
  "method": "wB97M-V/def2-TZVPD",
  "elements": ["Cr", "O", "C", "O", "C", "C", "C", "C", "C", "N", "H", "H", "H", "H", "O", "C", "C", "C", "O", "C", "Se", "C", "Se", "H", "H", "H", "H", "H", "H", "H", "H", "H", "H", "N", "C", "N", "C", "N", "C", "C", "N", "C", "C", "N", "H", "H", "H", "H", "H", "Cl", "C", "H", "H"],
  "xyz": [[-0.819, 0.327, -1.299], [-1.483, 2.848, 1.779], [-1.460, 2.214, 0.727], [-0.881, 1.071, 0.593], [-2.052, 2.718, -0.551], [-2.551, 3.986, -0.721], [-2.771, 4.435, -2.053], [-2.620, 3.599, -3.095], [-2.313, 2.141, -2.892], [-1.893, 1.828, -1.534], [-2.667, 4.635, 0.130], [-3.010, 5.477, -2.228], [-2.715, 3.933, -4.118], [-3.205, 1.519, -3.129], [3.962, -1.184, 5.108], [2.742, -1.880, 5.001], [1.844, -1.246, 3.917], [0.627, -2.163, 3.692], [-0.114, -2.449, 4.851], [2.633, -1.105, 2.621], [1.684, 0.100, 1.334], [1.415, 0.146, 4.367], [0.297, 1.012, 2.954], [4.431, -1.495, 5.887], [2.203, -1.838, 5.958], [2.935, -2.939, 4.755], [0.969, -3.095, 3.212], [-0.076, -1.667, 3.019], [0.452, -2.891, 5.489], [2.767, -2.068, 2.121], [3.614, -0.679, 2.836], [2.301, 0.749, 4.566], [0.796, 0.095, 5.263], [1.792, -2.916, -2.126], [1.175, -2.224, -1.150], [0.566, -1.179, -1.671], [0.835, -1.283, -3.028], [1.580, -2.332, -3.319], [0.220, -0.301, -3.869], [0.246, -0.210, -5.254], [-0.791, 0.398, -5.870], [-1.540, 1.199, -5.197], [-1.162, 1.635, -3.799], [-0.617, 0.469, -3.136], [2.326, -3.767, -2.066], [1.189, -2.497, -0.114], [0.928, -0.784, -5.855], [-2.477, 1.517, -5.626], [-0.376, 2.428, -3.855], [-2.315, -2.258, -1.986], [-2.023, -1.226, -0.583], [-1.589, -1.889, 0.173], [-3.011, -0.913, -0.231]],
  "atomic_forces_ev_per_a": [[-1.580, -1.020, 2.277], [-0.363, -0.052, -0.598], [-0.310, 0.889, 0.792], [0.710, -0.709, -0.612], [-0.414, 1.291, 0.102], [0.242, -0.791, 0.820], [-0.055, -0.122, -0.720], [0.047, 0.031, 0.153], [-0.124, -0.187, -0.507], [-0.062, 0.809, -0.922], [0.086, 0.033, 0.127], [-0.017, 0.029, -0.041], [-0.060, 0.167, -0.162], [0.172, 0.075, -0.083], [0.358, 0.254, 0.046], [-0.440, -0.315, -0.130], [0.006, -0.166, 0.162], [0.286, 0.086, -0.566], [-0.230, -0.035, 0.549], [0.048, 0.366, -0.314], [0.596, -0.708, 0.184], [-0.093, 0.365, -0.332], [0.321, -0.292, 1.308], [-0.036, 0.020, -0.028], [0.034, -0.041, -0.034], [-0.091, 0.100, -0.025], [0.007, 0.062, 0.043], [0.176, -0.067, -0.019], [-0.021, -0.070, 0.007], [0.000, 0.001, 0.042], [-0.152, -0.068, -0.083], [-0.063, 0.002, 0.048], [-0.044, 0.012, 0.017], [-0.333, 0.391, 0.285], [-0.080, 0.191, -0.355], [1.123, -0.666, -0.344], [0.855, -1.222, 1.091], [-0.116, 0.296, -0.538], [-0.232, 0.616, -1.910], [1.010, -0.709, 2.058], [-1.477, 1.013, -0.586], [0.416, -0.301, 0.161], [-0.035, 0.330, -0.153], [0.097, 0.043, -0.664], [-0.092, 0.138, 0.013], [-0.027, -0.018, 0.227], [0.105, -0.166, -0.047], [-0.211, 0.149, -0.203], [-0.272, -0.185, -0.018], [-0.377, -0.792, -0.897], [0.318, 0.477, 0.367], [0.134, 0.285, 0.040], [0.259, 0.185, -0.027]],
  "nbo_charge": [1.029, -0.651, 0.759, -0.748, 0.128, -0.371, -0.195, -0.247, -0.058, -0.587, 0.222, 0.195, 0.190, 0.164, -0.724, -0.055, -0.142, -0.068, -0.711, -0.554, 0.091, -0.604, 0.259, 0.469, 0.157, 0.151, 0.143, 0.224, 0.452, 0.203, 0.232, 0.219, 0.225, -0.350, 0.218, -0.483, 0.314, -0.267, 0.116, -0.126, -0.417, 0.088, -0.121, -0.550, 0.412, 0.224, 0.195, 0.172, 0.172, -0.116, -0.659, 0.182, 0.200],
  "fmax_ev_per_a": 2.95,
  "gap_ev": [5.56, 5.55],
  "spin_multiplicity": 2,
  "charge": -1
}

Record 2
{
  "formula": "C18H21ClN2O",
  "method": "wB97M-V/def2-TZVPD",
  "elements": ["C", "C", "C", "C", "C", "O", "N", "C", "C", "C", "C", "C", "Cl", "C", "C", "C", "C", "C", "C", "C", "N", "C", "H", "H", "H", "H", "H", "H", "H", "H", "H", "H", "H", "H", "H", "H", "H", "H", "H", "H", "H", "H", "H"],
  "xyz": [[-1.612, 1.047, 2.331], [-1.855, -0.121, 1.367], [-2.871, 0.232, 0.273], [-2.449, -1.274, 2.188], [-0.554, -0.658, 0.742], [-0.189, -1.796, 0.974], [0.182, 0.094, -0.126], [1.321, -0.602, -0.715], [0.874, -1.670, -1.681], [-0.209, -1.453, -2.524], [-0.624, -2.426, -3.414], [0.057, -3.630, -3.466], [-0.452, -4.851, -4.580], [1.139, -3.868, -2.635], [1.539, -2.887, -1.746], [0.117, 1.506, -0.409], [1.179, 2.300, 0.317], [1.758, 1.855, 1.499], [2.710, 2.644, 2.123], [3.047, 3.855, 1.539], [2.504, 4.289, 0.415], [1.600, 3.532, -0.177], [-2.553, 1.316, 2.809], [-1.218, 1.937, 1.850], [-0.915, 0.746, 3.110], [-3.851, 0.373, 0.725], [-2.627, 1.141, -0.269], [-2.941, -0.585, -0.443], [-2.655, -2.128, 1.548], [-3.373, -0.958, 2.666], [-1.749, -1.596, 2.954], [1.944, 0.133, -1.230], [1.915, -1.068, 0.078], [-0.746, -0.517, -2.480], [-1.468, -2.253, -4.063], [1.657, -4.813, -2.679], [2.373, -3.076, -1.088], [0.239, 1.655, -1.489], [-0.860, 1.905, -0.141], [1.469, 0.903, 1.922], [3.178, 2.324, 3.041], [3.784, 4.509, 1.985], [1.187, 3.930, -1.096]],
  "atomic_forces_ev_per_a": [[0.050, -0.084, -0.168], [-0.225, -0.135, 0.165], [0.155, 0.028, 0.057], [0.183, 0.043, -0.125], [-0.336, 0.145, 0.222], [0.090, -0.225, 0.087], [0.384, 0.041, -0.317], [0.044, -0.210, 0.093], [0.044, -0.070, -0.078], [0.135, -0.050, 0.049], [0.002, -0.085, -0.058], [0.076, 0.156, 0.153], [-0.071, -0.169, -0.144], [-0.045, -0.040, -0.098], [-0.074, 0.168, -0.056], [-0.218, 0.288, 0.107], [0.120, 0.062, 0.070], [-0.021, 0.127, -0.133], [-0.049, 0.022, -0.060], [0.108, -0.142, 0.275], [0.154, 0.504, -0.197], [-0.222, -0.331, -0.015], [-0.075, 0.024, 0.040], [0.047, 0.126, -0.027], [0.068, 0.012, 0.115], [-0.084, 0.016, 0.031], [-0.006, 0.073, -0.084], [-0.061, -0.068, -0.098], [-0.036, -0.094, 0.007], [-0.105, 0.113, 0.019], [0.012, -0.064, 0.065], [-0.050, 0.016, 0.088], [0.016, 0.096, -0.132], [-0.072, 0.107, 0.021], [-0.064, -0.014, -0.073], [0.022, -0.095, -0.022], [0.085, -0.030, 0.113], [-0.085, -0.002, 0.113], [0.068, -0.089, -0.091], [-0.009, -0.106, 0.026], [0.059, -0.006, 0.080], [0.079, -0.012, 0.112], [-0.092, -0.044, -0.133]],
  "nbo_charge": [-0.600, -0.150, -0.598, -0.586, 0.705, -0.624, -0.458, -0.230, -0.027, -0.158, -0.245, -0.033, 0.000, -0.225, -0.187, -0.223, -0.090, -0.171, -0.247, 0.030, -0.406, 0.035, 0.217, 0.204, 0.215, 0.216, 0.199, 0.220, 0.223, 0.199, 0.222, 0.214, 0.224, 0.203, 0.225, 0.227, 0.216, 0.211, 0.226, 0.222, 0.222, 0.195, 0.188],
  "fmax_ev_per_a": 0.56,
  "gap_ev": 9.46,
  "charge": 0,
  "smiles": "CC(C)(C)C(=O)N(Cc1ccc(Cl)cc1)Cc1cccnc1"
}